--- A ---
Below is C4H10N2O in the gas phase, with properties calculated with wB97M-V/def2-TZVPD.

```
! RIJCOSX wB97M-V def2-TZVPD def2/J DEFGRID3
* xyz 0 1
C 1.9624 -1.4932 0.4270
N 0.6925 -1.3710 -0.2652
C -0.3185 -0.2067 0.0676
C -1.6863 -0.5198 0.5544
C 0.2913 0.8732 -0.3238
N -0.5487 2.1981 -0.2490
O -0.9897 2.7345 -1.4779
H 2.6349 -0.6843 0.1266
H 1.8442 -1.4639 1.5171
H 2.4479 -2.4382 0.1578
H 0.1678 -2.2434 -0.2348
H -2.0106 0.1916 1.3189
H -1.7310 -1.5188 0.9987
H -2.3884 -0.4620 -0.2848
H 1.1939 1.0816 -0.8739
H -1.3644 2.1424 0.3625
H -0.1972 3.1798 -1.8212
*
```

Summary:
LUMO energy: 0.962 eV
HOMO level: -0.290 hartree

=====

--- B ---
Below is a 2-piece molecular cluster, C4H10N2O overall, with properties calculated with wB97M-V/def2-TZVPD.

```
! RIJCOSX wB97M-V def2-TZVPD def2/J DEFGRID3
* xyz 0 1
C -2.0390 -0.6633 -0.3997
C -0.5405 -0.0417 -0.2235
C -1.0228 1.2760 0.2813
C 1.3001 -0.9635 0.5445
H -2.6247 -0.4999 0.4380
H -2.1212 -1.7345 -0.7953
H -2.3084 -0.2198 -1.4870
H 0.0789 -0.0640 -1.0421
H -2.1056 1.6406 -0.0984
H -1.4220 1.1725 1.2750
H -0.4241 2.4360 0.3328
H 1.6698 -1.8757 0.8809
H 3.2598 -1.3188 -0.4296
H 3.5631 1.4110 0.8734
N 0.0040 -0.8502 0.6180
N 2.2398 -0.6551 -0.4136
O 2.4930 0.9502 -0.3548
*
```

Summary:
LUMO energy: -1.672 eV
HOMO level: -0.335 hartree

=====

Consider the structures shown above. The least stable of them is B.